Entry 1:
{"formula": "C4H12N3", "method": "ωB97M-V with the def2-TZVPD basis set", "species": ["C", "C", "C", "H", "H", "H", "H", "H", "H", "N", "C", "N", "N", "H", "H", "H", "H", "H", "H"], "positions_angstrom": [[-0.78428, 1.09754, 0.19904], [-1.92148, 0.64727, 1.10822], [-3.13290, 1.26644, 1.23965], [-0.48969, 0.30465, -0.48931], [-1.05507, 1.99782, -0.39290], [0.08682, 1.37859, 0.79522], [-1.78425, -0.26985, 1.67387], [-3.93636, 0.90276, 1.91434], [-3.30042, 2.22406, 0.70315], [1.92359, 0.36375, -1.02748], [1.77944, -0.94392, -0.70137], [1.16406, -1.81054, -1.53679], [2.08895, -1.38192, 0.54062], [1.62401, 0.50122, -1.99378], [1.88079, 1.09196, -0.29957], [1.10266, -2.78467, -1.31514], [1.00256, -1.62372, -2.49882], [2.11794, -0.67590, 1.28408], [1.63362, -2.28556, 0.79698]], "atomic_forces_ev_per_a": [[-1.86, 0.84, 0.33], [2.90, -1.11, -1.02], [-2.32, 2.07, 0.21], [-0.17, -0.23, 0.23], [0.02, -0.57, 0.37], [-0.07, -0.20, 0.36], [0.17, -0.02, 0.05], [0.63, 0.12, -0.56], [-0.10, -0.69, 0.36], [-0.36, -1.65, -0.39], [-0.88, 0.01, 0.88], [0.85, 0.76, 0.79], [-1.28, -0.26, -0.20], [0.37, 1.05, 0.56], [0.50, -0.59, -1.08], [0.22, -0.40, 0.24], [0.03, 0.43, -0.77], [0.43, -0.65, -0.36], [0.92, 1.10, -0.01]], "lowdin_spin": [0.060, 0.400, 0.460, 0.017, -0.001, 0.022, 0.012, 0.014, 0.014, 0.001, 0.000, 0.000, 0.000, 0.000, 0.000, 0.000, 0.000, 0.000, 0.000], "s2": 0.75, "lumo_ev": [-8.43, -12.58], "de_lowest_kj_mol": 139.2, "orbital_gap_ev": [10.645, 6.488], "molar_mass_g_mol": 102.16, "charge": 2, "multiplicity": 2}


Entry 2:
{"formula": "C4H12N3O", "method": "ωB97M-V with the def2-TZVPD basis set", "species": ["O", "C", "C", "N", "H", "H", "H", "H", "H", "C", "N", "C", "N", "H", "H", "H", "H", "H", "H", "H"], "positions_angstrom": [[2.49053, 0.14723, -2.54271], [1.70429, -0.34545, -1.72530], [1.87333, -1.36667, -0.58395], [0.97265, -1.05673, 0.55190], [0.60593, -0.09960, -1.88065], [1.62642, -2.31216, -1.08621], [2.92015, -1.39552, -0.24961], [0.64649, -1.93428, 0.93404], [1.59026, -0.66787, 1.29433], [-1.80939, -0.09881, 1.76678], [-0.86032, 2.00156, -1.08048], [-1.28673, 0.98551, -0.30588], [-1.26923, 0.99930, 0.98638], [-1.03796, -0.54461, 2.41893], [-2.28544, -0.83515, 1.12975], [-2.64319, 0.26609, 2.38334], [-0.26547, 2.71980, -0.72808], [-0.59708, 1.77411, -2.03008], [-1.64681, 0.04166, -0.75092], [-0.72844, 1.72157, 1.49840]], "atomic_forces_ev_per_a": [[-1.51, -1.58, 2.75], [0.39, 1.12, -2.15], [0.85, 0.77, -0.50], [1.04, 0.14, 0.12], [0.58, -0.21, 0.28], [-0.01, 0.02, 0.36], [-0.20, -0.17, -0.38], [-0.11, -0.10, 0.06], [-0.80, -0.28, -0.66], [-0.56, -0.04, 1.09], [-0.17, -1.61, -0.09], [0.72, 0.41, -0.59], [0.47, 0.57, 0.54], [-0.39, 0.19, -0.48], [0.39, -0.18, -0.28], [0.43, 0.09, 0.04], [0.09, 0.57, 0.65], [-0.43, -0.07, -0.10], [-0.01, 0.92, -0.10], [-0.78, -0.55, -0.57]], "nbo_charge": [-0.479, 0.436, -0.341, -0.867, 0.050, 0.237, 0.223, 0.376, 0.373, -0.419, -0.728, 0.415, -0.484, 0.232, 0.227, 0.236, 0.417, 0.430, 0.237, 0.429], "lumo_ev": -3.60, "de_lowest_kj_mol": 180.4, "orbital_gap_ev": 9.597, "molar_mass_g_mol": 118.16, "charge": 1}


Entry 3:
{"formula": "C4H12N4", "method": "ωB97M-V with the def2-TZVPD basis set", "species": ["C", "C", "N", "C", "N", "N", "N", "C", "H", "H", "H", "H", "H", "H", "H", "H", "H", "H", "H", "H"], "positions_angstrom": [[1.13019, -0.35979, 1.03993], [-0.76422, -2.00699, 0.74450], [0.09500, 1.11639, -1.19323], [-0.11203, -0.66672, 0.55101], [0.44363, 0.24597, -2.26794], [1.75833, 0.81204, 0.75505], [-1.34487, 1.41752, 0.80880], [-0.91563, 0.40495, -0.08413], [-0.35587, 1.94009, -1.58271], [1.72919, -1.17595, 1.44385], [-0.00828, -0.66118, -2.11069], [1.43150, 0.02560, -2.15882], [2.75160, 0.77889, 0.93958], [1.14349, 1.25630, -0.35545], [-1.82768, 2.18756, 0.36241], [-0.57768, 1.75932, 1.37557], [-1.76743, 0.01284, -0.65432], [-1.13199, -2.42327, -0.19884], [-0.05487, -2.71966, 1.16511], [-1.62236, -1.94390, 1.42031]], "atomic_forces_ev_per_a": [[-0.32, -0.65, -1.61], [-0.01, 0.17, 0.11], [-0.78, -0.85, 0.94], [0.45, -0.10, 0.79], [0.12, -0.43, -0.03], [-0.62, 0.77, -0.98], [-0.18, 0.15, 0.12], [1.23, 1.02, -1.17], [-0.05, -0.13, 0.12], [-0.15, 0.08, 0.39], [-0.06, 0.39, -0.03], [0.00, 0.12, 0.00], [-0.14, 0.16, -0.10], [0.38, -0.59, 1.43], [-0.01, -0.04, 0.03], [-0.03, -0.05, 0.01], [0.21, 0.12, -0.06], [0.02, -0.02, -0.01], [-0.02, -0.03, 0.03], [-0.05, -0.09, 0.02]], "nbo_charge": [0.063, -0.605, -0.492, -0.255, -0.656, -0.930, -0.825, 0.121, 0.368, 0.177, 0.348, 0.350, 0.366, 0.431, 0.357, 0.387, 0.188, 0.192, 0.213, 0.202], "lumo_ev": 0.96, "de_lowest_kj_mol": 249.4, "orbital_gap_ev": 8.029, "molar_mass_g_mol": 116.17, "charge": 0}


Entry 4:
{"formula": "C4H12N4", "method": "ωB97M-V with the def2-TZVPD basis set", "species": ["C", "C", "C", "C", "N", "H", "H", "H", "H", "H", "H", "H", "N", "N", "N", "H", "H", "H", "H", "H"], "positions_angstrom": [[-2.46855, 0.79661, -0.47614], [-1.36114, 0.19833, 0.34718], [-0.01975, 0.21664, -0.35297], [-1.57795, -0.36537, 1.53457], [0.21660, -0.73750, -1.31246], [-0.26017, -1.60166, -1.06177], [0.15872, 1.23001, -0.74811], [-2.26039, 1.84987, -0.68827], [-2.53589, 0.28820, -1.43990], [-3.42816, 0.73607, 0.03730], [-0.79477, -0.83665, 2.11521], [-2.56160, -0.36328, 1.98730], [2.75154, 0.28102, -0.06564], [1.22088, 0.18079, 0.79907], [2.83830, -0.73305, -0.93555], [2.45292, 1.09579, -0.60335], [3.25228, -1.54567, -0.48951], [1.22832, 0.93897, 1.47881], [1.28436, -0.71627, 1.27125], [1.86447, -0.91285, -1.39701]], "atomic_forces_ev_per_a": [[0.08, 0.13, 0.02], [0.06, -0.22, 0.25], [0.27, -0.41, -0.44], [0.09, 0.20, -0.11], [-0.18, 0.23, 0.25], [-0.06, 0.07, 0.04], [0.11, -0.02, 0.17], [-0.01, -0.03, 0.00], [0.00, -0.01, 0.06], [0.04, -0.04, -0.02], [0.06, 0.04, -0.02], [-0.04, -0.07, -0.08], [-1.09, 0.28, 0.56], [0.55, 0.15, -0.61], [-0.34, -0.43, -0.21], [0.01, -0.07, 0.04], [-0.03, 0.11, -0.03], [0.05, -0.07, 0.00], [-0.04, 0.03, -0.05], [0.47, 0.13, 0.17]], "nbo_charge": [-0.642, 0.001, 0.115, -0.429, -0.975, 0.327, 0.155, 0.213, 0.239, 0.214, 0.182, 0.201, -0.227, -0.598, -0.637, 0.336, 0.340, 0.383, 0.380, 0.421], "lumo_ev": 0.82, "de_lowest_kj_mol": 465.6, "orbital_gap_ev": 8.357, "molar_mass_g_mol": 116.17, "charge": 0}


Entry 5:
{"formula": "C4H12N4", "method": "ωB97M-V with the def2-TZVPD basis set", "species": ["C", "C", "N", "C", "N", "N", "N", "C", "H", "H", "H", "H", "H", "H", "H", "H", "H", "H", "H", "H"], "positions_angstrom": [[1.32085, -0.26238, -0.19407], [-2.41860, 0.12796, 0.09294], [-1.10508, -0.24503, -0.38142], [0.05085, 0.42505, 0.22070], [-1.12895, -0.43134, -1.78200], [1.40566, -1.62582, 0.30900], [2.47921, 0.58075, 0.26952], [-0.06209, 1.40194, 1.11136], [1.40582, -0.30202, -1.28702], [-0.49013, -1.17276, -2.05034], [-0.88306, 0.42427, -2.28366], [0.68566, -2.21996, -0.08498], [1.32351, -1.63541, 1.32089], [3.32059, 0.21011, -0.15976], [2.58249, 0.46863, 1.27337], [-2.66168, 1.17985, -0.10593], [-2.47656, -0.05761, 1.16427], [-3.14476, -0.49801, -0.42324], [-1.00755, 1.83845, 1.37898], [0.80382, 1.79332, 1.61140]], "atomic_forces_ev_per_a": [[1.55, 1.15, 0.69], [0.07, -0.01, 0.00], [0.73, 0.46, 0.77], [-1.79, -0.91, -1.20], [0.31, 0.16, -0.16], [0.42, -0.18, -0.15], [-0.82, -0.90, -0.61], [0.02, -0.07, 0.02], [-0.13, 0.05, 0.23], [-0.11, 0.16, 0.01], [0.05, -0.16, 0.09], [-0.09, 0.09, 0.16], [-0.17, -0.02, -0.12], [-0.03, -0.05, 0.15], [0.05, 0.00, -0.04], [-0.06, 0.05, 0.02], [-0.04, 0.08, 0.06], [0.04, 0.05, 0.07], [-0.22, -0.05, 0.04], [0.22, 0.13, -0.05]], "nbo_charge": [0.058, -0.412, -0.309, 0.152, -0.658, -0.839, -0.826, -0.477, 0.186, 0.349, 0.336, 0.365, 0.357, 0.364, 0.347, 0.167, 0.201, 0.219, 0.205, 0.214], "lumo_ev": 0.93, "de_lowest_kj_mol": 185.9, "orbital_gap_ev": 9.368, "molar_mass_g_mol": 116.17, "charge": 0, "smiles": "C=C(C(N)N)N(C)N"}


Entry 6:
{"formula": "C4H12N4", "method": "ωB97M-V with the def2-TZVPD basis set", "species": ["C", "C", "C", "C", "N", "N", "N", "N", "H", "H", "H", "H", "H", "H", "H", "H", "H", "H", "H", "H"], "positions_angstrom": [[0.71333, -0.54643, 0.90384], [0.04997, -1.87767, 1.12957], [0.17850, 0.47266, 0.18336], [-1.05663, 0.35969, -0.72623], [0.76076, 1.75422, 0.31253], [-1.60065, 1.66421, -1.03013], [-0.69183, -0.07733, -2.05130], [1.96516, -0.37740, 1.50334], [-1.82774, -0.28320, -0.29410], [-0.01086, 2.42400, 0.39003], [1.27968, 1.77487, 1.19276], [-0.78531, 2.19160, -1.35286], [-2.12045, 1.54807, -1.89685], [-1.49611, -0.52231, -2.48404], [0.01378, -0.80648, -1.96581], [2.53402, 0.23979, 0.91605], [2.44873, -1.26314, 1.63800], [0.45510, -2.64026, 0.45955], [0.22581, -2.20162, 2.16345], [-1.03525, -1.83327, 1.00885]], "atomic_forces_ev_per_a": [[-1.33, 0.06, -1.32], [0.09, 0.04, -0.06], [-0.63, -1.05, 0.96], [0.39, 0.71, 0.09], [-0.03, 0.48, -0.03], [-0.43, 1.38, 0.88], [1.30, -2.20, -0.61], [0.74, 0.30, 0.04], [0.03, 0.12, 0.26], [0.49, -0.06, -0.01], [-0.21, 0.25, -0.29], [-0.32, 0.03, -0.02], [-0.23, 0.14, 0.31], [0.04, 0.02, -0.12], [0.00, -0.07, -0.29], [0.04, -0.42, 0.43], [-0.15, 0.35, 0.04], [-0.07, -0.15, 0.07], [0.08, 0.05, -0.17], [0.19, 0.03, -0.15]], "nbo_charge": [0.121, -0.651, 0.069, 0.074, -0.844, -0.829, -0.848, -0.834, 0.169, 0.383, 0.372, 0.358, 0.356, 0.349, 0.357, 0.374, 0.375, 0.208, 0.218, 0.222], "lumo_ev": 0.91, "de_lowest_kj_mol": 95.3, "orbital_gap_ev": 8.158, "molar_mass_g_mol": 116.17, "charge": 0, "smiles": "C/C(N)=C(/N)C(N)N"}


Number 1: maximum force 3.272 eV/A, DFT total energy -8793.7593 eV. Number 2: maximum force 3.509 eV/A, DFT total energy -10853.2237 eV. Number 3: maximum force 1.984 eV/A, DFT total energy -10300.6865 eV. Number 4: maximum force 1.256 eV/A, DFT total energy -10298.4459 eV. Number 5: maximum force 2.341 eV/A, DFT total energy -10301.3450 eV. Number 6: maximum force 2.627 eV/A, DFT total energy -10302.2838 eV.